Record 1
{
  "formula": "C29H40IN3O7Si",
  "method": "ωB97M-V with the def2-TZVPD basis set",
  "smiles": "CC[C@@H](I)[SiH2]CCCCCCCOC.O=[N+]([O-])c1ccccc1.O=[N+]([O-])c1ccccc1.O=[N+]([O-])c1ccccc1",
  "charge": 0,
  "multiplicity": 1,
  "total_energy_ev": -65493.7914,
  "species": ["C", "C", "C", "I", "Si", "C", "C", "C", "C", "C", "C", "C", "O", "C", "H", "H", "H", "H", "H", "H", "H", "H", "H", "H", "H", "H", "H", "H", "H", "H", "H", "H", "H", "H", "H", "H", "H", "H", "H", "C", "C", "C", "C", "C", "C", "N", "O", "O", "H", "H", "H", "H", "H", "C", "C", "C", "C", "C", "C", "N", "O", "O", "H", "H", "H", "H", "H", "C", "C", "C", "C", "C", "C", "N", "O", "O", "H", "H", "H", "H", "H"],
  "coordinates": [[3.480, -3.836, 0.378], [2.321, -3.561, -0.650], [2.863, -2.618, -1.778], [2.871, -3.601, -3.741], [2.086, -0.878, -1.839], [0.192, -0.824, -1.977], [-0.600, -1.384, -0.756], [-2.110, -0.984, -0.892], [-2.992, -1.692, 0.187], [-3.366, -3.182, -0.121], [-4.087, -3.395, -1.481], [-3.156, -3.768, -2.677], [-2.006, -4.481, -2.270], [-0.859, -4.195, -3.045], [4.387, -4.181, -0.142], [3.740, -2.897, 0.894], [3.120, -4.613, 1.068], [1.497, -3.135, -0.062], [2.056, -4.542, -1.077], [3.937, -2.466, -1.559], [2.617, -0.241, -3.069], [2.621, -0.067, -0.724], [-0.074, 0.254, -2.043], [-0.171, -1.257, -2.924], [-0.255, -0.963, 0.206], [-0.588, -2.487, -0.698], [-2.155, 0.097, -0.664], [-2.469, -1.131, -1.921], [-2.392, -1.670, 1.115], [-3.925, -1.118, 0.325], [-4.081, -3.486, 0.669], [-2.470, -3.803, 0.017], [-4.670, -2.483, -1.704], [-4.819, -4.214, -1.389], [-2.956, -2.853, -3.259], [-3.731, -4.438, -3.350], [-1.021, -3.455, -3.845], [-0.082, -3.778, -2.378], [-0.431, -5.106, -3.492], [7.797, 1.457, -4.994], [6.827, 2.010, -5.821], [5.573, 2.315, -5.314], [5.306, 2.065, -3.976], [6.263, 1.507, -3.141], [7.514, 1.202, -3.657], [3.993, 2.406, -3.431], [3.171, 2.873, -4.188], [3.801, 2.203, -2.253], [8.777, 1.224, -5.392], [7.050, 2.206, -6.861], [4.822, 2.745, -5.962], [6.050, 1.309, -2.101], [8.271, 0.768, -3.017], [-4.081, -1.696, 6.709], [-3.657, -2.108, 5.452], [-3.496, -1.180, 4.434], [-3.761, 0.158, 4.691], [-4.193, 0.581, 5.940], [-4.353, -0.354, 6.952], [-3.571, 1.141, 3.628], [-3.210, 0.738, 2.545], [-3.779, 2.308, 3.886], [-4.200, -2.422, 7.503], [-3.448, -3.153, 5.266], [-3.166, -1.507, 3.457], [-4.403, 1.623, 6.135], [-4.686, -0.038, 7.931], [-0.964, 4.038, 2.069], [-0.265, 4.975, 1.315], [-0.268, 6.310, 1.690], [-0.973, 6.693, 2.823], [-1.680, 5.768, 3.578], [-1.674, 4.434, 3.196], [-0.960, 8.096, 3.234], [-0.349, 8.882, 2.544], [-1.558, 8.394, 4.245], [-0.955, 2.995, 1.776], [0.285, 4.663, 0.437], [0.277, 7.034, 1.101], [-2.231, 6.071, 4.457], [-2.218, 3.702, 3.776]],
  "lowdin_charge": [-0.115, -0.362, -0.847, 0.742, 0.591, -0.317, -0.268, -0.199, -0.207, -0.197, -0.159, -0.238, -0.185, -0.132, 0.072, 0.076, 0.072, 0.080, 0.072, 0.021, -0.034, -0.022, 0.079, 0.066, 0.111, 0.081, 0.109, 0.098, 0.091, 0.105, 0.103, 0.100, 0.115, 0.102, 0.104, 0.121, 0.087, 0.039, 0.082, -0.072, -0.065, 0.000, -0.148, -0.001, -0.066, -0.364, 0.079, 0.039, 0.107, 0.108, 0.120, 0.119, 0.107, -0.068, -0.061, 0.005, -0.141, 0.001, -0.063, -0.339, 0.080, 0.060, 0.108, 0.109, 0.106, 0.120, 0.109, -0.061, -0.064, -0.005, -0.150, 0.005, -0.059, -0.363, 0.076, 0.076, 0.104, 0.108, 0.118, 0.118, 0.075]
}

Record 2
{
  "formula": "C31H32F4N6NiO2S",
  "method": "ωB97M-V with the def2-TZVPD basis set",
  "charge": 0,
  "multiplicity": 1,
  "total_energy_ev": -108448.7390,
  "species": ["Ni", "C", "C", "N", "C", "C", "C", "C", "N", "C", "C", "F", "C", "F", "C", "C", "F", "C", "F", "H", "H", "H", "H", "H", "H", "H", "H", "H", "H", "H", "H", "H", "H", "H", "C", "C", "C", "C", "C", "C", "C", "S", "O", "O", "N", "C", "C", "C", "C", "C", "N", "H", "H", "H", "H", "H", "H", "H", "H", "H", "H", "H", "N", "C", "N", "C", "C", "C", "C", "C", "C", "H", "H", "H", "H", "H", "H"],
  "coordinates": [[0.052, -0.868, -0.454], [-2.057, -2.071, -2.818], [-2.445, -0.586, -2.730], [-1.530, 0.259, -1.919], [-0.990, 1.379, -2.723], [-0.149, 1.008, -3.936], [-2.277, 0.843, -0.789], [-1.405, 1.556, 0.225], [-0.259, 0.739, 0.625], [0.447, 1.033, 1.751], [1.559, 0.236, 2.143], [1.900, -0.830, 1.388], [2.315, 0.464, 3.261], [3.322, -0.384, 3.535], [2.062, 1.514, 4.117], [1.012, 2.327, 3.764], [0.708, 3.379, 4.545], [0.243, 2.122, 2.638], [-0.721, 3.046, 2.414], [-2.840, -2.563, -3.397], [-2.875, -2.453, -0.977], [-0.048, -1.508, -3.069], [-3.454, -0.533, -2.311], [-2.508, -0.197, -3.749], [-0.374, 1.982, -2.059], [-1.828, 2.013, -3.048], [0.672, 0.343, -3.666], [0.288, 1.922, -4.345], [-0.733, 0.536, -4.728], [-2.794, 0.039, -0.286], [-3.026, 1.551, -1.169], [-2.060, 1.772, 1.064], [-1.080, 2.526, -0.173], [2.655, 1.692, 5.004], [-0.761, 1.469, 6.053], [-1.137, 0.568, 4.905], [-0.314, -0.506, 4.561], [-0.637, -1.344, 3.512], [-1.806, -1.106, 2.796], [-2.644, -0.051, 3.117], [-2.298, 0.786, 4.170], [-2.294, -2.219, 1.533], [-2.473, -3.534, 2.087], [-3.448, -1.644, 0.863], [-0.939, -2.231, 0.634], [-0.917, -2.728, -0.664], [0.265, -3.320, -1.031], [0.469, -3.980, -2.305], [-0.072, -3.565, -3.451], [-0.726, -2.224, -3.540], [-2.047, -2.715, -1.497], [0.208, 1.943, 5.874], [-0.683, 0.896, 6.980], [-1.502, 2.255, 6.198], [0.602, -0.673, 5.117], [0.006, -2.172, 3.233], [-3.545, 0.111, 2.537], [-2.937, 1.626, 4.418], [0.959, -3.481, -0.216], [1.089, -4.872, -2.298], [0.059, -4.147, -4.357], [-0.863, -1.925, -4.578], [3.562, -0.721, -2.875], [2.593, -1.360, -2.177], [1.872, -0.536, -1.464], [2.411, 0.735, -1.690], [2.066, 1.967, -1.136], [2.776, 3.073, -1.557], [3.816, 2.965, -2.496], [4.190, 1.744, -3.023], [3.472, 0.634, -2.587], [4.231, -1.162, -3.480], [2.451, -2.427, -2.225], [1.278, 2.025, -0.392], [2.537, 4.046, -1.147], [4.344, 3.859, -2.805], [5.006, 1.656, -3.730]],
  "lowdin_charge": [0.520, -0.274, -0.123, -0.147, -0.227, -0.069, -0.182, -0.203, -0.027, -0.176, -0.173, 0.063, -0.243, 0.089, 0.036, -0.262, 0.072, -0.147, 0.072, 0.147, 0.097, 0.074, 0.128, 0.119, 0.086, 0.126, 0.051, 0.085, 0.066, 0.081, 0.132, 0.107, 0.111, 0.140, -0.029, -0.258, -0.041, -0.046, -0.289, -0.051, -0.028, 0.633, -0.278, -0.337, -0.112, -0.437, -0.050, -0.118, -0.070, -0.154, 0.115, 0.056, 0.089, 0.085, 0.126, 0.128, 0.114, 0.119, 0.124, 0.109, 0.104, 0.120, 0.142, -0.123, 0.090, -0.214, -0.007, -0.065, -0.082, -0.016, -0.191, 0.161, 0.121, 0.092, 0.107, 0.104, 0.110]
}

Record 3
{
  "formula": "C16H7BCl56N2O4",
  "method": "ωB97M-V with the def2-TZVPD basis set",
  "charge": 0,
  "multiplicity": 1,
  "total_energy_ev": -729805.4070,
  "species": ["N", "C", "O", "C", "O", "O", "B", "N", "O", "H", "H", "H", "H", "H", "H", "H", "C", "Cl", "Cl", "Cl", "Cl", "C", "Cl", "Cl", "Cl", "Cl", "C", "Cl", "Cl", "Cl", "Cl", "C", "Cl", "Cl", "Cl", "Cl", "C", "Cl", "Cl", "Cl", "Cl", "C", "Cl", "Cl", "Cl", "Cl", "C", "Cl", "Cl", "Cl", "Cl", "C", "Cl", "Cl", "Cl", "Cl", "C", "Cl", "Cl", "Cl", "Cl", "C", "Cl", "Cl", "Cl", "Cl", "C", "Cl", "Cl", "Cl", "Cl", "C", "Cl", "Cl", "Cl", "Cl", "C", "Cl", "Cl", "Cl", "Cl", "C", "Cl", "Cl", "Cl", "Cl"],
  "coordinates": [[-1.622, 1.801, 0.696], [-2.381, 3.022, 0.547], [-3.150, 3.121, -0.693], [-3.790, 1.969, -1.062], [-3.813, 1.720, -2.197], [-4.366, 1.071, -0.166], [-5.548, 1.560, 0.480], [-6.270, 2.742, 0.108], [-5.997, 0.815, 1.574], [-1.274, 1.440, -0.183], [-2.177, 1.124, 1.196], [-1.677, 3.876, 0.578], [-3.009, 3.148, 1.453], [-6.879, 2.931, 0.895], [-5.678, 3.553, 0.035], [-5.239, 0.582, 2.116], [0.264, -1.168, 1.387], [-1.484, -1.053, 1.649], [0.779, 0.099, 0.265], [1.104, -0.966, 2.933], [0.654, -2.753, 0.706], [-2.433, -4.589, -1.216], [-3.048, -2.976, -0.827], [-0.902, -4.443, -2.094], [-2.173, -5.497, 0.281], [-3.609, -5.443, -2.224], [-3.632, -8.920, -4.934], [-3.229, -10.320, -3.930], [-4.121, -9.470, -6.543], [-4.962, -8.023, -4.188], [-2.217, -7.867, -5.074], [4.865, 0.727, 0.067], [5.199, -0.187, -1.413], [3.593, -0.087, 0.987], [6.340, 0.827, 1.045], [4.327, 2.359, -0.354], [-4.010, -8.091, 3.197], [-3.612, -9.497, 4.194], [-4.501, -8.629, 1.585], [-5.335, -7.190, 3.948], [-2.589, -7.044, 3.060], [-6.606, -0.740, -3.819], [-7.017, -2.443, -3.553], [-7.891, 0.037, -4.758], [-6.440, 0.077, -2.262], [-5.080, -0.634, -4.705], [9.348, -1.819, 2.935], [10.753, -2.628, 2.220], [9.653, -0.077, 3.019], [7.911, -2.112, 1.946], [9.075, -2.450, 4.566], [1.715, 1.522, 6.137], [2.536, 0.010, 5.721], [0.140, 1.158, 6.858], [2.699, 2.428, 7.295], [1.485, 2.488, 4.673], [-5.402, 4.633, 3.317], [-6.982, 3.828, 3.289], [-4.657, 4.551, 1.704], [-5.612, 6.322, 3.788], [-4.347, 3.820, 4.481], [-9.604, 4.263, -1.445], [-9.189, 4.304, 0.280], [-11.363, 4.205, -1.630], [-8.977, 5.725, -2.222], [-8.879, 2.842, -2.206], [-0.690, 6.907, -1.020], [-0.369, 5.974, -2.488], [-1.909, 6.071, -0.045], [0.799, 7.055, -0.080], [-1.281, 8.516, -1.460], [5.011, 6.264, -0.107], [6.081, 7.460, -0.855], [4.212, 6.983, 1.301], [3.788, 5.745, -1.275], [5.951, 4.858, 0.403], [10.226, -4.968, -1.341], [11.314, -3.767, -2.051], [9.373, -4.246, 0.031], [9.053, -5.495, -2.558], [11.166, -6.362, -0.785], [13.521, -0.917, -4.236], [14.609, 0.285, -4.946], [12.664, -0.198, -2.864], [12.349, -1.443, -5.452], [14.463, -2.311, -3.683]],
  "lowdin_charge": [-0.007, -0.323, 0.000, -0.586, 0.170, 0.135, -0.827, 0.155, 0.142, 0.034, -0.018, 0.043, 0.036, -0.020, 0.003, 0.099, -1.973, 0.574, 0.540, 0.496, 0.533, -2.031, 0.515, 0.513, 0.486, 0.505, -2.051, 0.519, 0.522, 0.501, 0.515, -2.008, 0.536, 0.483, 0.504, 0.488, -2.046, 0.523, 0.520, 0.523, 0.492, -2.022, 0.519, 0.517, 0.606, 0.541, -2.027, 0.498, 0.520, 0.488, 0.530, -2.049, 0.500, 0.519, 0.526, 0.517, -1.955, 0.586, 0.674, 0.556, 0.555, -2.036, 0.523, 0.524, 0.521, 0.517, -2.019, 0.539, 0.583, 0.503, 0.534, -2.034, 0.532, 0.516, 0.498, 0.496, -2.034, 0.503, 0.471, 0.523, 0.525, -2.056, 0.521, 0.511, 0.518, 0.510]
}

Record 4
{
  "formula": "C3H5NOS3",
  "method": "ωB97M-V with the def2-TZVPD basis set",
  "smiles": "S=CC=S.O=CNS",
  "charge": 0,
  "multiplicity": 1,
  "total_energy_ev": -39233.4172,
  "species": ["C", "C", "C", "H", "H", "H", "H", "H", "N", "O", "S", "S", "S"],
  "coordinates": [[-2.744, 0.092, 0.160], [1.443, 0.600, 1.202], [2.352, 0.029, 0.198], [-0.235, -0.251, -1.869], [-2.232, -1.793, -0.433], [-2.671, 1.127, -0.220], [1.868, 0.716, 2.201], [1.927, -0.087, -0.801], [-2.158, -0.816, -0.693], [-3.269, -0.220, 1.201], [-1.527, -0.414, -2.212], [-0.078, 1.030, 0.872], [3.874, -0.401, 0.528]],
  "lowdin_charge": [-0.548, -0.702, -0.757, -0.187, 0.100, 0.100, 0.048, 0.028, -0.425, 0.020, 0.759, 0.828, 0.737]
}